Here is a molecular structure, C32H48BClF7N5O8P2S2Sn from the OMol25 dataset. Energies are from ωB97M-V/def2-TZVPD.

Structure (XYZ):
```
107
Properties=species:S:1:pos:R:3:forces:R:3
Sn -2.197649 0.561643 0.293080 -0.59 0.23 -0.35
C 2.014239 -3.558206 -3.462136 -0.48 0.37 -0.33
C 2.006058 -2.432592 -2.393668 -1.81 0.00 -0.44
C 3.396141 -1.902606 -2.270872 1.32 -0.10 1.62
C 1.501392 -3.032147 -1.032872 -1.73 0.06 -2.20
P 0.576856 -1.138311 -2.848638 0.96 -0.42 -0.05
C 1.129779 0.395531 -1.940355 -2.27 -0.10 0.24
N 1.104790 0.228856 -0.505100 0.73 0.53 1.86
B 0.035011 0.136674 0.454272 -1.02 -0.64 -1.38
N 0.582977 0.274541 1.750367 0.74 0.75 -0.71
C -0.095473 0.346243 2.971978 -1.36 -0.21 1.56
P -1.502078 -0.907227 3.187997 1.49 0.49 -0.04
C -0.481911 -2.466473 3.551475 -0.38 0.32 1.50
C 0.602218 -2.520186 2.524426 0.77 0.75 -0.53
C 0.253928 -2.505495 4.923769 1.47 0.31 -0.47
C -1.385569 -3.678145 3.366176 -1.12 0.42 -0.54
C -2.168144 -0.317380 4.841695 -1.49 -0.38 -0.64
C -3.323822 0.674280 4.532433 1.74 1.17 -0.42
C -1.238568 0.344138 5.816134 -1.17 -0.68 0.77
C -2.896502 -1.596554 5.316859 -0.41 0.01 1.18
C 1.898217 0.666593 1.595128 1.49 0.44 2.30
C 2.866582 1.109942 2.516951 -0.95 -0.94 0.90
C 4.192279 1.339338 2.142176 -1.41 0.88 1.64
C 4.456758 1.372187 0.830809 -0.29 -0.90 -2.69
C 3.498056 0.989842 -0.137567 1.17 0.40 1.31
C 2.239357 0.608082 0.280743 0.00 -0.16 -3.11
C 0.920016 -0.555233 -4.628004 0.32 0.50 -1.00
C 0.232809 -1.576441 -5.548083 -1.07 0.28 1.24
C 0.152403 0.755943 -4.962319 2.03 0.92 0.97
C 2.409763 -0.400402 -5.034178 0.01 0.40 -0.05
H 2.486081 -4.455240 -3.075407 0.31 -0.16 0.22
H 1.018000 -3.856883 -3.785454 -0.28 -0.01 0.29
H 2.517148 -3.289267 -4.403326 0.12 0.11 0.44
H 4.111157 -2.754265 -2.239816 -0.24 0.27 -0.08
H 3.718052 -1.253011 -3.066170 0.00 0.21 -0.28
H 3.567801 -1.380081 -1.300440 -0.26 -0.16 -0.70
H 1.854699 -4.027324 -0.968129 1.02 -1.02 0.63
H 1.709501 -2.398176 -0.218444 0.58 0.56 1.05
H 0.391825 -3.196888 -1.031551 0.69 0.46 -0.21
H 2.098352 0.728074 -2.161550 1.27 0.51 -0.87
H 0.354965 1.162652 -2.221378 0.92 -0.55 0.10
H 0.588450 0.293376 3.821070 0.11 -0.13 -0.07
H -0.647841 1.278027 3.094206 0.10 0.52 -0.04
H 1.320985 -1.727779 2.718660 0.18 -0.01 0.02
H 1.167028 -3.441312 2.592836 -0.07 -0.51 -0.18
H 0.250312 -2.313199 1.517153 -0.14 -0.49 -0.18
H 1.056268 -1.718407 4.986087 -0.38 -0.79 -0.54
H -0.277176 -2.262011 5.808030 -1.18 -0.26 0.62
H 0.746875 -3.494033 5.093937 -0.30 0.59 -0.29
H -2.026954 -3.541297 2.439052 0.76 -0.39 1.02
H -0.750590 -4.528410 3.283999 0.52 -0.95 -0.49
H -2.019685 -3.911265 4.223818 -0.15 0.34 -0.07
H -3.009069 1.717958 4.273821 0.20 -0.90 0.00
H -3.923839 0.338634 3.732893 -0.83 -0.49 -0.94
H -3.913607 0.793242 5.397391 -0.87 -0.01 1.23
H -0.908377 1.248504 5.371688 0.42 1.06 0.15
H -1.687652 0.453869 6.823607 -0.25 0.54 -0.58
H -0.439419 -0.289542 6.025165 1.77 -0.82 0.12
H -3.275442 -2.131086 4.420662 -0.22 0.17 0.88
H -2.367853 -2.282862 5.990522 0.71 -0.02 -0.80
H -3.686096 -1.334101 6.046885 -0.36 0.22 -0.82
H 2.557349 1.236906 3.556439 0.20 -0.05 -0.18
H 4.912475 1.721961 2.850652 -0.02 -0.15 0.20
H 5.414371 1.655421 0.463466 0.66 0.25 -0.16
H 3.872834 1.048632 -1.131262 -0.39 -0.13 -0.84
H -0.805269 -1.605966 -5.183673 0.11 -0.35 -0.14
H 0.130201 -1.323222 -6.592332 0.58 0.32 -0.43
H 0.655461 -2.539417 -5.404491 0.27 -0.98 -0.27
H -0.842865 0.729815 -4.586205 -0.87 -0.01 0.17
H 0.665888 1.651236 -4.516233 -0.49 -0.71 -0.20
H 0.175109 0.932323 -6.036979 -0.14 -0.20 -0.15
H 2.941964 -1.364003 -5.040164 -0.13 0.41 0.19
H 2.451098 -0.034066 -6.064900 -0.13 -0.02 -0.14
H 2.985509 0.367135 -4.460182 -0.52 -0.72 -0.08
Cl -2.303275 0.582515 -2.297205 -0.13 0.17 0.26
F -3.929968 -2.574982 -5.859664 0.04 -0.13 -0.07
C -4.819237 -2.280202 -4.899806 -0.91 -0.38 -0.21
C -4.442680 -1.992048 -3.652557 -1.43 0.45 0.04
N -5.368935 -1.612727 -2.702730 0.54 -0.65 -0.17
C -4.910121 -1.246828 -1.372666 -0.17 0.17 0.82
C -3.650162 -1.934529 -0.794449 -1.09 -1.28 -2.10
O -3.355568 -3.024047 -1.267237 0.22 -0.35 0.00
O -3.111678 -1.382855 0.188305 0.69 0.76 1.31
C -6.710886 -1.440286 -2.973745 2.35 -1.53 -1.87
O -7.458798 -0.939498 -2.215518 -2.38 1.15 1.70
N -7.072491 -1.967679 -4.217974 -0.09 0.22 0.11
C -6.247775 -2.399779 -5.232369 0.73 -0.10 -1.07
O -6.729206 -2.798995 -6.293802 0.46 0.28 0.80
H -3.461489 -1.985441 -3.284294 1.32 -0.06 0.06
H -5.700319 -1.534583 -0.670596 0.02 0.31 -0.10
H -4.781955 -0.182900 -1.370371 0.03 0.64 0.38
H -8.032395 -1.920616 -4.519209 -0.21 0.12 0.36
F 3.976937 7.498078 2.757636 -0.56 -0.32 0.87
C 3.245376 6.463665 3.211788 -0.01 -0.61 1.56
F 2.813921 6.680934 4.518581 0.66 0.37 -1.29
F 4.093787 5.407876 3.316419 -0.84 0.65 -0.46
S 1.710980 6.199846 2.142761 0.61 -2.11 0.60
O 1.421795 4.779409 2.241481 0.52 1.05 -0.23
O 0.708326 7.090505 2.610690 -0.24 0.79 0.51
N 2.329054 6.735071 0.840412 -0.43 -0.63 -1.65
S 3.162494 5.927776 -0.249913 -0.57 0.70 -0.64
O 2.429696 5.310361 -1.335300 0.24 0.40 0.91
O 4.304779 5.241698 0.285908 -0.02 -0.24 -0.04
C 3.857045 7.525927 -0.907078 -1.18 -1.54 -0.45
F 4.643993 7.920768 0.062598 0.98 1.28 -0.07
F 4.538159 7.273204 -2.038762 0.33 0.39 0.23
F 2.932659 8.459277 -1.197965 0.56 -0.20 0.19
```
Positions in Å, forces in eV/Å.

Properties
Largest force on an atom in eV/Å: 3.37
Molecular weight in g/mol: 1054.8
Electronic energy in hartree: -5001.5580
Spin multiplicity: 1
HOMO level in eV: -2.78
LUMO energy in eV: 3.75
Orbital gap in hartree: 0.240
Net charge: -2
Energy above the lowest of the compared OMol25 structures with the same formula, charge and spin in kJ/mol: 0.0